Entry i
ORCA calculation (ωB97M-V with the def2-TZVPD basis set) on a cluster of 3 separate species, C6H12O3 in total.

Output
gap between HOMO and LUMO	0.376	hartree
E_LUMO	0.7873	eV
SMILES string	C[C@H]1CO1.C#CC.OO

CARTESIAN COORDINATES (ANGSTROEM)
1 C -1.5741 -0.7080 -0.8428
2 C -1.2548 0.7020 -1.0768
3 C -2.4684 -1.4843 -1.7725
4 O -2.1693 0.3129 -0.0647
5 H -0.8418 -1.2950 -0.2908
6 H -0.3098 1.1016 -0.7243
7 H -1.7003 1.2101 -1.9269
8 H -3.1868 -0.8200 -2.2510
9 H -3.0188 -2.2476 -1.2227
10 H -1.8732 -1.9721 -2.5451
11 C 2.3551 -1.0572 1.3061
12 C 1.1457 -0.3642 1.6912
13 C 0.2075 0.3185 2.0742
14 O 1.6581 1.7946 0.5189
15 O 2.3490 3.0337 0.3405
16 H 2.5456 3.0141 -0.6042
17 H 3.2270 -0.5327 1.6979
18 H 2.3429 -2.0736 1.7062
19 H 2.4380 -1.0916 0.2194
20 H 0.9189 1.7437 1.3469
21 H -0.7904 0.4153 2.4206

Mulliken atomic charges, in units of e:
1. C 0.53
2. C -0.35
3. C -1.33
4. O -0.45
5. H 0.27
6. H 0.16
7. H 0.27
8. H 0.32
9. H 0.30
10. H 0.31
11. C -1.20
12. C 0.35
13. C -0.44
14. O -0.40
15. O -0.37
16. H 0.30
17. H 0.31
18. H 0.34
19. H 0.27
20. H 0.37
21. H 0.42



Entry ii
ORCA calculation (ωB97M-V with the def2-TZVPD basis set) on a cluster of 2 separate species, C6H12O3 in total.

Output
gap between HOMO and LUMO	0.345	hartree
E_LUMO	0.7766	eV
SMILES string	C=C(C)OO.C=C(C)O

CARTESIAN COORDINATES (ANGSTROEM)
1 C -2.0052 1.8759 -0.3772
2 C -1.0018 0.8383 -0.7652
3 C -1.1912 -0.0033 -1.7877
4 O 0.3544 1.2118 -0.2267
5 O 1.0672 1.8687 -1.3038
6 H 1.9626 1.5648 -1.0799
7 H -2.9452 1.4145 -0.0573
8 H -1.6207 2.5034 0.4313
9 H -2.2114 2.5355 -1.2241
10 H -0.4883 -0.8048 -1.9792
11 H -2.0844 0.0477 -2.3989
12 C 1.7299 -1.7492 0.0871
13 C 0.7529 -1.2978 1.1225
14 C 1.0730 -0.7963 2.3170
15 O -0.5894 -1.3606 0.7128
16 H -1.1709 -1.1448 1.4612
17 H 1.7834 -1.0139 -0.7210
18 H 2.7341 -1.8577 0.5051
19 H 1.4228 -2.7115 -0.3341
20 H 2.1091 -0.6059 2.5750
21 H 0.3193 -0.5148 3.0432

Mulliken atomic charges, in units of e:
1. C -1.32
2. C 0.95
3. C -0.88
4. O -0.18
5. O -0.37
6. H 0.31
7. H 0.33
8. H 0.35
9. H 0.32
10. H 0.23
11. H 0.27
12. C -1.16
13. C 1.00
14. C -1.01
15. O -0.45
16. H 0.29
17. H 0.18
18. H 0.38
19. H 0.29
20. H 0.26
21. H 0.23



Entry iii
ORCA calculation (ωB97M-V with the def2-TZVPD basis set) on a structure of composition C6H12O3.

Output
gap between HOMO and LUMO (alpha / beta)	0.219 / 0.219	hartree
E_LUMO (alpha / beta)	-1.1739 / -1.1717	eV

CARTESIAN COORDINATES (ANGSTROEM)
1 C -0.4654 0.8873 1.9657
2 C 1.3833 -1.7993 0.0883
3 C 0.1290 -1.0122 0.3941
4 O 0.5984 0.3180 1.2100
5 O -0.8857 -1.5630 0.7970
6 H -1.2173 1.2585 1.2594
7 H -1.0706 0.2617 2.6198
8 H 0.0558 1.5174 2.6906
9 H 2.1659 -1.1729 -0.3316
10 H 1.7218 -2.2460 1.0250
11 H 1.1460 -2.5913 -0.6179
12 C -1.8638 0.0945 -1.4318
13 C 1.2023 1.4672 -0.3156
14 C -0.4091 -0.3209 -1.3737
15 O 0.2484 -0.5793 -2.3402
16 H -2.3460 -0.3575 -2.3006
17 H -1.9139 1.1822 -1.5264
18 H -2.3825 -0.2017 -0.5231
19 H 1.7527 0.8923 -1.0456
20 H 1.8210 1.9618 0.4174
21 H 0.3295 2.0032 -0.6609

Mulliken atomic charges, in units of e:
1. C -0.66
2. C -1.36
3. C 1.05
4. O -0.33
5. O -0.67
6. H 0.28
7. H 0.31
8. H 0.28
9. H 0.28
10. H 0.39
11. H 0.34
12. C -1.22
13. C -0.51
14. C 0.53
15. O -0.56
16. H 0.37
17. H 0.23
18. H 0.32
19. H 0.38
20. H 0.27
21. H 0.28



Order of stability, best first: entry ii, entry iii, entry i